(1)
ORCA calculation (ωB97M-V with the def2-TZVPD basis set) on C26H24IN4O4PS4Tc as an isolated structure in a non-equilibrium geometry.

Output
F_max = 2.91 eV/Å
net charge = -1
HOMO energy (alpha / beta) = -0.17559 / -0.17588 Eh
frontier orbital gap (alpha / beta) = 6.149 / 6.211 eV
E = -104437.33485 eV

Geometry as XYZ:
```
65
Properties=species:S:1:pos:R:3:nbo_charge:R:1
Tc -0.3751 -0.4833 -0.1274 0.37
C 0.0668 0.1574 4.4296 -0.65
C 1.3638 -0.0612 3.7221 0.20
N 2.4841 -0.0018 4.3904 -0.41
C 3.6220 -0.2963 3.7529 -0.04
C 3.6978 -0.7176 2.4465 -0.05
C 5.0319 -1.1661 1.9107 -0.09
O 5.4117 -0.5633 0.6882 -0.72
C 2.5130 -0.7455 1.6610 -0.22
C 2.5295 -1.1372 0.2951 0.14
N 1.4873 -1.2294 -0.4936 -0.49
C 1.7570 -1.6708 -1.8021 0.20
C 2.1866 -0.7634 -2.7713 -0.24
C 2.4453 -1.1778 -4.0629 -0.20
C 2.2976 -2.5105 -4.4091 -0.22
C 1.8944 -3.4293 -3.4557 -0.25
C 1.6290 -3.0062 -2.1671 -0.17
I 1.1086 -4.4384 -0.7110 0.16
C 1.3045 -0.3628 2.3212 0.37
O 0.1617 -0.2768 1.7449 -0.61
H 0.2350 0.4825 5.4511 0.22
H -0.4908 -0.7799 4.4290 0.23
H -0.5341 0.8872 3.8904 0.24
H 4.5141 -0.2094 4.3612 0.18
H 5.0128 -2.2437 1.7189 0.19
H 5.8049 -0.9700 2.6703 0.17
H 5.2309 0.3816 0.7594 0.47
H 3.4994 -1.3800 -0.1330 0.22
H 2.3044 0.2745 -2.4913 0.24
H 2.7752 -0.4594 -4.8010 0.21
H 2.4989 -2.8391 -5.4190 0.21
H 1.8022 -4.4738 -3.7084 0.22
C -0.9403 4.7842 -1.3250 -0.64
C -1.7538 3.5766 -0.8913 -0.06
O -1.7356 2.5512 -1.8766 -0.84
P -0.4204 1.6598 -2.1717 1.68
S 0.9458 1.8911 -0.7471 -0.53
S -1.0478 -0.2038 -2.6038 -0.46
O 0.2009 2.3201 -3.5115 -0.84
C -0.3588 2.0865 -4.7939 -0.06
C -1.6928 2.7832 -4.9821 -0.64
H -0.9032 5.5187 -0.5226 0.21
H -1.3670 5.2405 -2.2163 0.20
H 0.0737 4.4548 -1.5495 0.22
H -2.8117 3.8168 -0.7586 0.19
H -1.3563 3.1902 0.0532 0.21
H -0.4879 1.0077 -4.9334 0.20
H 0.3880 2.4610 -5.5008 0.18
H -2.4082 2.3858 -4.2676 0.23
H -2.0537 2.6012 -5.9901 0.21
H -1.5934 3.8542 -4.8202 0.20
S -2.4139 0.6333 0.4860 0.00
C -3.1394 -0.4983 1.5680 -0.18
C -4.1292 -0.0730 2.4501 -0.17
C -4.6929 -0.9494 3.3707 -0.12
C -5.6541 -0.4847 4.2876 0.29
N -6.4452 -0.0921 5.0229 -0.33
C -4.2846 -2.3034 3.3843 -0.19
C -3.3426 -2.7422 2.4580 -0.16
C -2.7577 -1.8570 1.5621 -0.20
S -1.5873 -2.4527 0.4175 0.08
C -4.8110 -3.1968 4.3343 0.29
N -5.2165 -3.9390 5.1126 -0.33
H -4.4336 0.9632 2.4272 0.23
H -3.0399 -3.7779 2.4374 0.23
```



(2)
ORCA calculation (ωB97M-V with the def2-TZVPD basis set) on a 11-piece molecular cluster, C44H117N7O18 overall in a non-equilibrium geometry.

Output
F_max = 2.95 eV/Å
relative energy (zero: lowest compared OMol25 entry of this formula, charge and spin) = 0.000 eV
HOMO energy = -0.31405 Eh
frontier orbital gap = 8.847 eV
E = -94797.45504 eV
SMILES = COCCNCCOC.COCCNCCOC.COCCNCCOC.COCCNCCOC.COCCNCCOC.COCCNCCOC.COCCNCCOC.CO.CO.O.O

Geometry as XYZ:
```
186
Properties=species:S:1:pos:R:3:lowdin_charge:R:1
C 3.7202 3.8578 -0.3705 -0.11
O 2.5290 4.3081 0.2192 -0.19
C 1.7145 3.3916 0.9304 -0.21
C 0.3182 3.9519 1.2988 -0.17
N -0.5568 3.9525 0.1144 -0.04
C -1.9151 4.2847 0.5198 -0.21
C -2.5839 5.1256 -0.5689 -0.20
O -1.7922 6.3343 -0.8295 -0.20
C -2.3525 7.0398 -1.9339 -0.10
H 3.5843 3.2020 -1.2304 0.07
H 4.3951 3.3458 0.3153 0.07
H 4.4005 4.6740 -0.6136 0.09
H 2.2336 3.2386 1.8765 0.12
H 1.5912 2.5350 0.2678 0.10
H 0.5312 5.0035 1.4912 0.13
H 0.0269 3.3040 2.1255 0.11
H -0.2644 4.7695 -0.4025 0.10
H -1.9551 4.9427 1.3879 0.12
H -2.5209 3.3952 0.6924 0.12
H -3.6032 5.3729 -0.2721 0.11
H -2.6484 4.5086 -1.4651 0.10
H -1.5606 7.7687 -2.1061 0.09
H -3.3399 7.4221 -1.6752 0.08
H -2.3882 6.3915 -2.8094 0.07
C 4.3250 0.6685 -2.9348 -0.08
O 3.1187 1.0001 -2.1858 -0.23
C 2.0016 0.1129 -2.5187 -0.17
C 0.6162 0.6919 -2.2258 -0.19
N -0.3527 -0.3738 -2.1120 -0.06
C -1.6091 0.1149 -1.5497 -0.19
C -2.1933 1.3689 -2.1155 -0.22
O -2.4004 1.2903 -3.4978 -0.22
C -2.5963 2.5152 -4.1463 -0.08
H 5.1318 1.3281 -2.6154 0.07
H 4.1876 0.9161 -3.9874 0.09
H 4.5717 -0.3595 -2.6696 0.08
H 2.1407 -0.7863 -1.9186 0.11
H 2.0324 -0.1410 -3.5782 0.12
H 0.2712 1.2528 -3.0945 0.12
H 0.6728 1.3824 -1.3843 0.11
H -0.5939 -0.4884 -3.0861 0.10
H -1.4477 0.2327 -0.4782 0.12
H -2.3250 -0.7026 -1.6353 0.12
H -1.5607 2.2422 -1.9570 0.10
H -3.1364 1.5273 -1.5924 0.12
H -3.6573 2.7604 -4.1942 0.08
H -2.2865 2.3413 -5.1768 0.08
H -1.9643 3.3172 -3.7649 0.10
C -1.2284 -7.2184 -3.4854 -0.14
O -0.2114 -6.2102 -3.3677 -0.20
C -0.2610 -5.3390 -4.5864 -0.17
C 0.6653 -4.1591 -4.3926 -0.19
N 2.0774 -4.6053 -4.3101 -0.07
C 3.0590 -3.6142 -3.9742 -0.23
C 4.4715 -4.2311 -3.8413 -0.20
O 4.4757 -5.2546 -2.8134 -0.19
C 5.7229 -5.9843 -2.7217 -0.10
H -1.1353 -7.9158 -2.6529 0.07
H -1.1121 -7.8385 -4.3743 0.09
H -2.2529 -6.8464 -3.4725 0.08
H -1.2930 -4.9887 -4.5990 0.11
H -0.0716 -5.8446 -5.5332 0.12
H 0.4003 -3.7046 -3.4379 0.11
H 0.6204 -3.3635 -5.1363 0.12
H 2.1661 -5.2784 -3.5623 0.10
H 2.8061 -3.0999 -3.0471 0.11
H 3.0448 -2.8795 -4.7793 0.12
H 5.1133 -3.3711 -3.6503 0.11
H 4.8853 -4.6391 -4.7635 0.11
H 6.5743 -5.4083 -2.3589 0.08
H 6.0786 -6.3611 -3.6806 0.08
H 5.4766 -6.8463 -2.1017 0.09
C -4.8868 5.3203 -4.3189 -0.12
O -5.1528 4.6502 -3.1362 -0.22
C -5.9598 5.3181 -2.2026 -0.21
C -6.4511 4.3470 -1.1330 -0.20
N -7.4493 3.4288 -1.6944 -0.04
C -7.6197 2.2999 -0.7964 -0.24
C -8.2959 1.2176 -1.6078 -0.20
O -7.5190 0.7999 -2.7503 -0.21
C -6.1677 0.3059 -2.5109 -0.07
H -4.2034 4.8358 -5.0162 0.08
H -4.3925 6.2744 -4.1358 0.08
H -5.8540 5.5211 -4.7796 0.09
H -6.8192 5.6828 -2.7653 0.13
H -5.3303 6.0416 -1.6847 0.10
H -6.7819 4.9790 -0.3088 0.12
H -5.6166 3.7977 -0.6970 0.10
H -7.1590 3.0716 -2.5934 0.10
H -8.3405 2.5448 -0.0162 0.12
H -6.6774 2.0296 -0.3197 0.11
H -9.2858 1.5274 -1.9426 0.13
H -8.3790 0.3641 -0.9349 0.11
H -5.5191 1.1803 -2.5641 0.07
H -5.9265 -0.2476 -3.4184 0.09
H -5.9972 -0.3129 -1.6299 0.08
C -0.4800 -0.0548 2.8836 -0.12
O -0.6971 0.9871 3.8050 -0.19
C 0.4037 1.1294 4.7900 -0.18
C 0.1550 2.4707 5.5259 -0.21
N 1.1511 2.6041 6.5623 -0.07
C 1.1388 3.9354 7.1459 -0.20
C 2.2259 4.2308 8.2556 -0.19
O 2.3029 5.6058 8.6533 -0.18
C 3.3083 5.8859 9.5280 -0.16
H 0.0185 0.2667 1.9692 0.07
H -1.3593 -0.6660 2.6803 0.08
H 0.1903 -0.7862 3.3350 0.08
H 1.4007 1.1421 4.3495 0.10
H 0.5751 0.3290 5.5098 0.11
H -0.8531 2.4353 5.9389 0.12
H 0.2463 3.1881 4.7104 0.11
H 0.9935 1.9668 7.3298 0.11
H 0.1625 4.2306 7.5303 0.11
H 1.3250 4.6655 6.3582 0.11
H 3.1993 3.8181 7.9908 0.12
H 1.9178 3.6956 9.1538 0.11
H 2.9183 6.5085 10.3332 0.09
H 4.1310 6.4482 9.0863 0.08
H 3.7690 4.9653 9.8863 0.08
C 4.3731 0.2293 0.9706 -0.11
O 4.2054 -0.6378 2.0711 -0.19
C 4.2795 -0.0100 3.3913 -0.18
C 3.7105 -0.9862 4.4021 -0.20
N 4.3203 -0.9116 5.7379 -0.07
C 4.0608 -2.0865 6.5041 -0.23
C 4.7861 -2.0285 7.8774 -0.23
O 6.1924 -1.9801 7.7857 -0.21
C 6.8782 -1.9156 9.0505 -0.09
H 4.3964 -0.3825 0.0688 0.08
H 5.2905 0.8128 1.0481 0.09
H 3.4828 0.8509 0.8754 0.07
H 3.8448 0.9892 3.4181 0.11
H 5.3083 0.1661 3.7054 0.11
H 3.8371 -1.9920 4.0015 0.12
H 2.6348 -0.9081 4.5597 0.10
H 5.3150 -0.7478 5.8004 0.11
H 4.4419 -2.9823 6.0137 0.11
H 3.0020 -2.3010 6.6491 0.12
H 4.5979 -2.9028 8.5005 0.11
H 4.4607 -1.1620 8.4531 0.11
H 6.5111 -1.0431 9.5910 0.08
H 7.9482 -1.7556 8.9180 0.09
H 6.7090 -2.7676 9.7090 0.08
C -3.2920 -9.4932 2.3350 -0.10
O -4.2701 -8.8304 1.5278 -0.22
C -4.0742 -8.8786 0.0842 -0.16
C -3.0577 -7.8281 -0.5290 -0.20
N -3.5369 -6.4633 -0.3167 -0.06
C -2.5701 -5.4718 -0.5902 -0.23
C -3.1886 -4.0880 -0.4167 -0.22
O -3.4768 -3.8926 0.9473 -0.19
C -3.7989 -2.5186 1.1616 -0.09
H -3.4471 -9.3828 3.4083 0.09
H -2.3897 -8.9436 2.0672 0.08
H -3.1940 -10.5448 2.0652 0.08
H -5.0486 -8.6583 -0.3519 0.12
H -3.6785 -9.8677 -0.1461 0.11
H -3.1466 -8.1044 -1.5797 0.09
H -2.0111 -7.9532 -0.2513 0.11
H -3.8328 -6.2148 0.6165 0.11
H -2.1723 -5.5784 -1.5994 0.10
H -1.7489 -5.5860 0.1174 0.13
H -4.1590 -4.0345 -0.9103 0.13
H -2.4828 -3.3097 -0.7070 0.10
H -4.5706 -2.1470 0.4875 0.08
H -2.8834 -1.9720 0.9350 0.06
H -4.0799 -2.3324 2.1981 0.09
C -0.2891 3.4104 -7.5997 -0.19
O -1.4792 4.1272 -7.6750 -0.12
H -0.1624 2.8154 -6.6953 0.07
H -0.1215 2.7969 -8.4850 0.08
H 0.4991 4.1631 -7.6150 0.08
H -1.4421 4.7547 -6.9494 0.07
C 8.3894 1.2981 -3.0477 -0.16
O 8.5827 2.6830 -3.2637 -0.13
H 8.4460 1.1160 -1.9745 0.09
H 7.3648 1.0899 -3.3558 0.05
H 9.0516 0.6878 -3.6617 0.08
H 8.4942 2.8870 -4.1976 0.07
O 0.2852 -1.9758 0.1585 -0.06
H 0.2858 -2.8221 -0.2885 0.03
H 0.1104 -1.3386 -0.5341 -0.04
O -1.4901 -0.3752 -5.5766 -0.05
H -1.8363 0.1479 -4.8535 -0.02
H -2.1054 -0.2284 -6.2950 0.04
```



(3)
ORCA calculation (ωB97M-V with the def2-TZVPD basis set) on CHO3Rb as an isolated structure in a non-equilibrium geometry.

Output
2S+1 = 2
F_max = 2.86 eV/Å
net charge = +1
relative energy (zero: lowest compared OMol25 entry of this formula, charge and spin) = 0.000 eV
HOMO energy (alpha / beta) = -0.60649 / -0.58846 Eh
frontier orbital gap (alpha / beta) = 12.452 / 8.352 eV
E = -7843.90867 eV
expectation value of S² = 0.7563

Geometry as XYZ:
```
6
Properties=species:S:1:pos:R:3:lowdin_spin:R:1
Rb -0.3486 -3.3005 0.2286 0.00
O -0.0852 1.5608 -0.4998 0.02
C 0.3489 0.4523 0.0647 0.04
O -0.4584 -0.4376 0.3487 0.22
O 1.5629 0.3762 0.2985 0.72
H -1.0196 1.3489 -0.4406 0.00
```



> The highest F_max belongs to which entry?

C44H117N7O18